Here is a cluster of 2 separate species, C2H6O3S in total in a non-equilibrium geometry from the Open Molecules 2025 dataset. Energies are from ωB97M-V/def2-TZVPD.

Last columns: bonded neighbours and bond lengths (Å).
CARTESIAN COORDINATES (ANGSTROEM)
1 C -0.363 0.854 1.376  H2 1.049, H4 1.082, C6 1.445, H7 1.085
2 H -0.561 1.489 2.188  C1 1.049
3 H 0.113 -3.187 -2.227  O8 0.958
4 H 0.008 1.336 0.481  C1 1.082
5 O 0.251 -2.153 0.781  S12 1.480
6 C 0.861 0.158 1.698  C1 1.445, H9 1.096, S12 1.581
7 H -1.269 0.298 1.158  C1 1.085
8 O 0.302 -2.393 -2.727  H3 0.958, O11 1.464
9 H 1.494 0.737 2.379  C6 1.096
10 H 0.105 -0.572 -1.390  O11 1.128
11 O 0.801 -1.332 -1.849  O8 1.464, H10 1.128
12 S 1.317 -1.323 1.384  O5 1.480, C6 1.581

* orbital gap: 9.72 eV
* LUMO level: 0.20 eV
* ΔE to the lowest compared entry with this formula, charge and spin: 532.9 kJ/mol
* E: -703.509931 a.u.

Here is a cluster of 2 separate species, C8H16Si in total in a non-equilibrium geometry from the Open Molecules 2025 dataset. Energies are from ωB97M-V/def2-TZVPD.

Last columns: bonded neighbours and bond lengths (Å).
CARTESIAN COORDINATES (ANGSTROEM)
1 H -1.662 3.075 -0.200  C15 1.093
2 H -2.318 1.671 -0.810  C15 1.103
3 H -1.337 -3.531 -0.329  C17 1.171
4 H 1.642 1.352 2.346  C20 1.145
5 H 3.703 -2.276 1.063  C13 1.068
6 Si -0.018 1.037 0.266  C14 1.927, C15 1.977, C20 1.928, C22 1.890
7 H -2.192 1.790 1.079  C15 1.149
8 H -1.698 -1.446 -1.341  C19 1.114
9 H 0.700 -3.308 -0.275  C17 1.204
10 H 0.372 2.679 2.072  C20 1.138
11 C 1.638 -1.279 0.771  C13 1.247
12 H 2.203 1.515 -1.082  C22 1.087
13 C 2.721 -1.870 0.955  H5 1.068, C11 1.247
14 C -0.547 -0.816 0.231  Si6 1.927, C19 1.489, H24 1.131
15 C -1.724 2.013 0.053  H1 1.093, H2 1.103, Si6 1.977, H7 1.149
16 H -0.057 -1.297 -1.958  C19 1.126
17 C -0.355 -3.137 -0.830  H3 1.171, H9 1.204, H18 1.150, C19 1.586
18 H -0.190 -3.664 -1.839  C17 1.150
19 C -0.636 -1.590 -1.038  H8 1.114, C14 1.489, H16 1.126, C17 1.586
20 C 0.561 1.557 2.030  H4 1.145, Si6 1.928, H10 1.138, H25 1.085
21 H 1.080 2.797 -1.274  C22 1.124
22 C 1.130 1.690 -1.085  Si6 1.890, H12 1.087, H21 1.124, H23 1.100
23 H 0.794 1.004 -1.877  C22 1.100
24 H -0.966 -1.499 1.028  C14 1.131
25 H -0.013 0.928 2.703  C20 1.085

* orbital gap (spin up / spin down): 6.98 / 5.78 eV
* <S²>: 2.02
* 2S+1: 3
* LUMO level (spin up / spin down): 0.89 / -3.63 eV
* ΔE to the lowest compared entry with this formula, charge and spin: 343.3 kJ/mol
* E: -603.584683 a.u.

Here is a cluster of 5 separate species, C4H18O4 in total in a non-equilibrium geometry from the Open Molecules 2025 dataset. Energies are from ωB97M-V/def2-TZVPD.

Last columns: bonded neighbours and bond lengths (Å).
CARTESIAN COORDINATES (ANGSTROEM)
1 H 1.107 2.526 1.833  O11 0.997
2 H -1.798 -3.496 0.292  C19 1.105
3 H -0.318 -3.018 0.669  C19 1.083
4 O 2.214 1.064 1.768  H20 0.974, H22 0.951
5 H 0.737 3.879 1.339  O11 0.961
6 H -2.550 -1.408 -0.442  C17 1.095
7 O 4.023 -0.112 -0.355  H10 0.977, H15 0.965
8 H -1.229 1.705 2.244  O9 0.970
9 O -2.154 1.452 2.097  H8 0.970, H26 0.951
10 H 3.452 -0.870 -0.586  O7 0.977
11 O 0.385 3.207 1.928  H1 0.997, H5 0.961
12 C -1.063 -0.979 -1.820  H14 1.099, C17 1.514, C18 1.537, H25 1.099
13 H -1.093 -0.956 0.423  C17 1.087
14 H -1.868 -0.998 -2.569  C12 1.099
15 H 3.683 0.577 -0.939  O7 0.965
16 H -1.303 1.238 -1.275  C18 1.100
17 C -1.458 -1.491 -0.451  H6 1.095, C12 1.514, H13 1.087, C19 1.545
18 C -0.625 0.491 -1.713  C12 1.537, H16 1.100, H23 1.105, H24 1.102
19 C -0.976 -2.934 -0.187  H2 1.105, H3 1.083, C17 1.545, H21 1.088
20 H 2.824 0.743 1.080  O4 0.974
21 H -0.500 -3.472 -1.005  C19 1.088
22 H 1.465 0.483 1.690  O4 0.951
23 H 0.299 0.612 -1.119  C18 1.105
24 H -0.315 0.976 -2.653  C18 1.102
25 H -0.216 -1.432 -2.353  C12 1.099
26 H -2.725 2.213 2.104  O9 0.951

* orbital gap: 10.97 eV
* LUMO level: 0.13 eV
* ΔE to the lowest compared entry with this formula, charge and spin: 83.5 kJ/mol
* E: -464.125744 a.u.

Here is a cluster of 2 separate species, C4H10OS in total in a non-equilibrium geometry from the Open Molecules 2025 dataset. Energies are from ωB97M-V/def2-TZVPD.

Last columns: bonded neighbours and bond lengths (Å).
CARTESIAN COORDINATES (ANGSTROEM)
1 H 1.615 2.317 -1.565  C9 1.107
2 H -0.869 -0.686 -0.012  C11 1.107
3 S -0.225 1.808 -0.333  C9 1.736, C11 1.852
4 H 2.045 0.668 -4.394  O13 0.984
5 H 2.010 0.477 -2.779  C12 1.107
6 H 2.189 -0.403 -0.625  C15 1.107
7 H 2.346 2.117 -4.880  O13 0.984
8 H 0.293 -0.006 -2.901  C12 1.107
9 C 0.675 1.791 -1.818  H1 1.107, S3 1.736, H10 1.107, C12 1.514
10 H 0.210 2.323 -2.670  C9 1.107
11 C 0.000 0.000 0.000  H2 1.107, S3 1.852, H14 1.107, C15 1.578
12 C 1.066 0.382 -2.209  H5 1.107, H8 1.107, C9 1.514, C15 1.515
13 O 1.686 1.390 -4.958  H4 0.984, H7 0.984
14 H 0.395 0.025 1.034  C11 1.107
15 C 1.142 -0.490 -0.972  H6 1.107, C11 1.578, C12 1.515, H16 1.107
16 H 0.940 -1.560 -1.170  C15 1.107

* orbital gap: 9.04 eV
* LUMO level: 0.71 eV
* ΔE to the lowest compared entry with this formula, charge and spin: 47.3 kJ/mol
* E: -631.806652 a.u.

> Which formula does entry 2 have?

C8H16Si

> ΔE to the lowest compared entry with this formula, charge and spin of number 3 (C4H18O4)?

83.5 kJ/mol

> Number 2 is which compound?

C8H16Si